16
Properties=species:S:1:pos:R:3:forces:R:3 method="wB97M-V/def2-TZVPD" total_energy_ha=-972.45111 lumo_ev="-0.44 / -0.44" homo_lumo_gap_ev="8.172 / 8.173" fmax_ev_per_a=3.46
C -1.33522 -0.53356 -0.20659 0.7 -3.1 0.6
C -2.06809 0.34768 0.76798 -0.1 -1.2 -0.2
C 1.56681 -1.38612 0.25620 -1.7 2.2 0.3
C -0.04222 -0.06984 -0.75196 1.6 0.5 3.0
O -1.67347 -1.69033 -0.49679 -0.3 1.7 0.3
P 0.42889 1.72002 -0.33864 -1.6 -0.2 -1.8
S 3.03974 -0.44683 0.17761 -0.2 -0.1 0.0
H -2.46385 1.03859 0.06757 -0.8 1.4 -0.1
H -1.41379 0.81392 1.47576 0.5 0.5 0.1
H -2.86162 -0.12945 1.34046 0.0 -0.3 -0.4
H 1.19119 -1.50311 1.26671 -0.3 0.5 0.0
H 1.64375 -2.37397 -0.11037 -0.1 -0.7 -1.3
H 0.16344 -0.45654 -1.68524 0.4 -0.6 -2.0
H -0.24548 2.34736 -1.57658 0.5 -0.7 1.7
H 1.57854 1.77491 -1.08109 1.1 -0.2 -0.4
H 2.49140 0.54728 0.89495 0.4 0.1 0.1